No. 1
ORCA calculation (ωB97M-V/def2-TZVPD) on a 2-piece molecular cluster, C5H16N2O overall.

XYZ file:
```
24
Properties=species:S:1:pos:R:3:forces:R:3
H 2.304627 -1.362293 -2.063858 -0.300 1.023 -0.289
H -2.193157 0.955934 1.816833 0.476 -1.741 0.382
H 1.199522 0.930125 -1.829663 0.382 2.402 0.688
C 0.700057 0.183518 -1.283007 1.645 -4.165 -2.353
H -1.425092 -1.228247 -0.021214 0.753 0.358 0.489
H 0.565226 0.089011 0.970881 0.174 -0.571 -0.916
O 0.334968 -0.496446 3.947149 -0.554 0.441 -0.480
H 1.118268 -0.686191 3.377808 -1.505 0.373 0.294
C 1.923999 -0.863150 -1.163797 0.484 2.758 0.605
N 0.116713 1.899148 0.247130 -2.815 -1.949 0.262
H -2.354475 -0.657260 2.173463 -0.908 -1.028 -0.048
H -2.259927 0.226870 -0.418020 2.325 -0.255 1.525
C -1.356280 -0.169600 0.296245 -4.802 -0.194 -0.080
H 1.536182 -1.656898 -0.635242 -0.467 -1.823 1.863
H 0.410570 2.216378 1.188704 0.225 0.341 -0.878
N -1.733201 0.001108 1.782125 0.924 3.114 -2.455
H -0.842669 0.335711 -2.667018 -1.697 -0.338 -0.698
H 0.668465 -0.169717 -3.405257 -1.363 -0.703 1.386
C -0.072138 -0.380582 -2.534183 2.127 0.733 0.081
H 2.738592 -0.299424 -0.636589 -0.453 -1.122 -0.292
C -0.009498 0.392398 0.072520 2.680 2.053 0.752
H -0.217598 -1.470706 -2.428537 -0.746 0.744 -0.306
H -0.495095 -0.168459 3.471420 2.282 -0.866 0.144
H -0.658048 2.378764 -0.257900 1.134 0.414 0.324
```
Forces are in eV/Å.

The lowest unoccupied orbital energy (spin up / spin down) comes out at -3.528 / -8.608 eV. The expectation value of S² is 0.755. Its multiplicity is 2. The largest force on an atom is 0.0984 Eh/bohr. Its net charge is +1. For the orbital gap (spin up / spin down), the calculation gives 0.384 / 0.197 Eh.


No. 2
ORCA calculation (ωB97M-V/def2-TZVPD) on one molecule with the formula C6H18N3OP.

XYZ file:
```
29
Properties=species:S:1:pos:R:3:forces:R:3
H -0.042999 -2.956231 -0.078382 -0.022 -0.064 -0.013
H 2.603047 -0.475204 -0.782100 0.101 0.089 -0.060
N 0.103049 -0.006349 0.024117 -1.196 -0.209 -0.087
H -0.286243 2.663861 -1.061163 -0.011 0.072 -0.029
H 1.577764 -1.716960 -1.498916 -0.085 -0.044 -0.089
C -0.094708 1.958095 1.526055 0.224 -0.105 0.029
O -2.340356 -0.473409 1.169011 -0.186 -0.067 0.251
H 0.879508 -3.032608 1.415586 0.056 -0.038 0.006
H -1.136518 2.116399 1.263060 -0.025 0.143 0.073
H 1.386158 3.054364 -0.663740 0.069 0.125 -0.022
N -2.091496 1.194185 -0.817829 0.085 -0.191 0.392
H -3.077712 1.303186 -0.624095 -0.106 0.095 -0.068
H -0.672145 -2.194500 1.399261 -0.092 -0.132 0.108
H -2.125887 -2.283329 -0.816489 -0.052 -0.097 -0.056
H 2.718913 -2.145143 -0.218620 0.136 -0.095 -0.005
H 1.452358 -0.782280 1.409855 -0.137 0.032 -0.120
C 0.955074 -1.106740 0.483194 0.397 -0.462 -0.194
H -0.058389 1.304434 2.394867 -0.027 -0.013 0.134
C 2.034555 -1.377476 -0.571598 -0.091 0.119 0.377
C 0.643968 1.313488 0.357604 0.092 0.621 -0.128
N -1.830332 -1.407571 -1.219068 0.120 0.099 0.463
H -1.095261 -1.530970 -1.898110 0.043 -0.067 -0.023
H 1.683875 1.145723 0.665136 -0.158 -0.076 -0.059
H -1.918418 1.201563 -1.812443 -0.059 0.045 -0.066
H 1.033293 1.693505 -1.732549 0.076 -0.038 -0.125
H 0.361611 2.912108 1.781366 0.017 0.106 0.042
C 0.222401 -2.402215 0.819099 0.105 0.061 0.094
C 0.690608 2.240477 -0.857762 0.181 0.023 0.210
P -1.575729 -0.210402 -0.055342 0.545 0.068 -1.036
```
Forces are in eV/Å.

The lowest unoccupied orbital energy comes out at 0.861 eV. The largest force on an atom is 0.0237 Eh/bohr. For the orbital gap, the calculation gives 0.360 Eh. As for the SMILES: CC(C)N(C(C)C)P(N)(N)=O.


No. 3
ORCA calculation (ωB97M-V/def2-TZVPD) on one molecule with the formula C5H7NO.

XYZ file:
```
14
Properties=species:S:1:pos:R:3:forces:R:3
H 0.659907 -1.884324 -0.222676 0.128 -1.071 -0.656
C -0.412419 0.367957 1.456797 0.063 0.165 -0.214
C -0.159189 -1.338071 -0.656846 0.303 -0.997 -0.025
H 0.625498 0.149538 1.741622 -0.151 0.116 -0.214
C -0.541049 0.866835 -0.019747 -0.014 0.780 -0.237
C 1.650692 0.293444 -1.230917 0.777 0.159 0.332
H -1.147103 -1.460766 -0.208097 0.451 -0.016 0.079
H -1.011948 -0.518025 1.721872 0.148 0.306 -0.401
H -1.598587 0.926664 -0.286326 0.130 0.189 -0.120
H -0.070073 1.836868 -0.059053 -0.377 0.696 0.051
N 2.787626 0.504838 -1.297060 -1.233 -0.162 -0.033
O -0.249529 -0.937286 -1.996536 -0.332 0.409 -0.329
C 0.224895 0.018030 -1.054801 0.026 -0.500 1.876
H -0.758721 1.174297 2.111767 0.082 -0.075 -0.109
```
Forces are in eV/Å.

The lowest unoccupied orbital energy comes out at 0.838 eV. The largest force on an atom is 0.0378 Eh/bohr. For the orbital gap, the calculation gives 0.415 Eh. As for the SMILES: CC[C@@]1(C#N)CO1.


No. 4
ORCA calculation (ωB97M-V/def2-TZVPD) on one molecule with the formula C4H5NO.

XYZ file:
```
11
Properties=species:S:1:pos:R:3:forces:R:3
H 0.373048 -0.117492 2.267401 -0.015 0.056 -0.131
N -0.399865 1.187566 0.945724 0.268 -0.287 -0.006
O 0.324715 2.052125 -1.068882 -0.331 -0.090 0.306
C 0.679750 -0.938324 0.268075 -0.117 -0.089 -0.197
C -0.571254 1.704646 -0.338040 0.203 0.079 -0.228
H -0.964581 -0.956775 -1.060464 0.099 -0.028 0.044
H -1.635914 1.881724 -0.575746 0.085 -0.057 -0.031
C 0.003689 -1.370997 -0.792702 0.091 0.097 0.135
H 0.390921 -2.162163 -1.428554 -0.041 0.136 0.126
C 0.197486 0.097961 1.208477 -0.144 0.156 -0.002
H 1.627723 -1.398269 0.537494 -0.097 0.026 -0.017
```
Forces are in eV/Å.

The lowest unoccupied orbital energy comes out at 0.118 eV. The largest force on an atom is 0.0089 Eh/bohr. For the orbital gap, the calculation gives 0.367 Eh. As for the SMILES: C=C/C=N\C=O.


No. 5
ORCA calculation (ωB97M-V/def2-TZVPD) on a 2-piece molecular cluster, C5H13N3 overall.

XYZ file:
```
21
Properties=species:S:1:pos:R:3:forces:R:3
H -0.374180 -0.585109 3.811568 0.452 2.465 -1.168
N -0.954346 0.610626 0.052074 -2.314 1.087 1.337
N -0.678928 1.527342 0.766795 1.072 1.217 0.688
H 1.997163 0.689256 -2.185396 -0.236 1.269 -1.587
H -2.201168 0.296367 2.412537 1.206 -0.166 0.520
H -1.828050 1.964434 3.083051 1.603 -1.187 -0.939
H 1.761081 0.644796 -0.335994 0.511 -0.302 -1.934
C 0.581667 -0.852058 -1.359103 -1.948 3.511 -1.429
N -0.389476 0.478966 3.526353 0.646 -2.697 1.158
H -0.341202 -2.316318 -2.862026 1.555 2.232 0.057
H 2.588969 -0.578169 -1.235949 2.139 -1.212 0.100
H 0.349760 1.064583 3.983219 -1.175 -0.375 -0.323
H 0.622584 -1.668354 -0.688437 0.920 -1.901 0.874
C 1.815577 0.092418 -1.360023 -2.796 -0.447 4.943
H 1.254447 -1.534769 -3.133481 3.285 -1.037 -1.609
H -0.690811 2.509574 0.536337 0.248 0.796 0.076
C -0.751581 -0.382888 -0.659340 4.306 -2.076 -4.190
C -1.387432 0.916661 2.859296 -2.966 2.004 1.536
C 0.329446 -1.320084 -2.815182 -4.787 -2.376 1.901
H -1.568203 -0.966609 -0.937547 -1.649 -1.266 -0.066
H -0.135316 -0.590664 -3.458752 -0.069 0.463 0.055
```
Forces are in eV/Å.

The lowest unoccupied orbital energy (spin up / spin down) comes out at -8.890 / -12.729 eV. The expectation value of S² is 2.013. Its multiplicity is 3. The largest force on an atom is 0.1236 Eh/bohr. Its net charge is +2. For the orbital gap (spin up / spin down), the calculation gives 0.311 / 0.226 Eh.


No. 6
ORCA calculation (ωB97M-V/def2-TZVPD) on one molecule with the formula C3H6N4O.

XYZ file:
```
14
Properties=species:S:1:pos:R:3:forces:R:3
O -2.096489 0.251893 -0.828840 -0.126 -0.167 -0.717
N 2.481256 -0.737195 -0.595949 1.422 0.502 -1.162
H 2.238355 1.306953 -0.129855 0.791 2.817 0.029
H -1.621638 1.955884 -1.589434 0.128 0.497 0.887
C 1.967564 0.335989 -0.248845 -3.584 -4.433 0.776
H -0.051734 -1.631113 0.771988 0.508 -0.839 0.468
H 3.421972 -0.584358 -1.042582 -0.894 -0.218 0.975
C -0.440617 -0.714654 0.426170 4.630 -0.079 0.429
H -2.079730 2.069419 0.140920 0.441 0.105 0.743
C -1.459401 1.530653 -0.570669 0.143 -1.334 -2.362
N -1.745203 -0.693130 0.127400 -4.067 1.784 1.912
N -0.054036 1.361665 -0.452408 1.126 1.593 0.367
H -2.379808 -0.392689 0.963635 1.480 -1.304 -1.379
N 0.427941 0.244975 0.104162 -1.998 1.077 -0.964
```
Forces are in eV/Å.

The lowest unoccupied orbital energy (spin up / spin down) comes out at 0.569 / 0.569 eV. The largest force on an atom is 0.1119 Eh/bohr. For the orbital gap (spin up / spin down), the calculation gives 0.288 / 0.288 Eh.


Repeat the sixth record exactly.
ORCA calculation (ωB97M-V/def2-TZVPD) on one molecule with the formula C3H6N4O.

XYZ file:
```
14
Properties=species:S:1:pos:R:3:forces:R:3
O -2.096489 0.251893 -0.828840 -0.126 -0.167 -0.717
N 2.481256 -0.737195 -0.595949 1.422 0.502 -1.162
H 2.238355 1.306953 -0.129855 0.791 2.817 0.029
H -1.621638 1.955884 -1.589434 0.128 0.497 0.887
C 1.967564 0.335989 -0.248845 -3.584 -4.433 0.776
H -0.051734 -1.631113 0.771988 0.508 -0.839 0.468
H 3.421972 -0.584358 -1.042582 -0.894 -0.218 0.975
C -0.440617 -0.714654 0.426170 4.630 -0.079 0.429
H -2.079730 2.069419 0.140920 0.441 0.105 0.743
C -1.459401 1.530653 -0.570669 0.143 -1.334 -2.362
N -1.745203 -0.693130 0.127400 -4.067 1.784 1.912
N -0.054036 1.361665 -0.452408 1.126 1.593 0.367
H -2.379808 -0.392689 0.963635 1.480 -1.304 -1.379
N 0.427941 0.244975 0.104162 -1.998 1.077 -0.964
```
Forces are in eV/Å.

The lowest unoccupied orbital energy (spin up / spin down) comes out at 0.569 / 0.569 eV. The largest force on an atom is 0.1119 Eh/bohr. For the orbital gap (spin up / spin down), the calculation gives 0.288 / 0.288 Eh.